Entry from OMol25: C5H13NO2 in the gas phase in a non-equilibrium geometry (ωB97M-V/def2-TZVPD).

Calculated values
LUMO, eV: 0.98
E_HOMO, eV: -9.0
HOMO-LUMO gap, eV: 10.02
ΔE to the lowest compared entry with this formula, charge and spin, kcal per mole: 70.4
Total energy, eV: -10978.8265

Geometry as ORCA input:
```
! RIJCOSX wB97M-V def2-TZVPD def2/J DEFGRID3
* xyz 0 1
C -0.45650 -0.45118 -0.38203
C 1.45020 0.59495 0.84124
C -2.62485 0.55772 -0.51682
C 0.15583 -1.85462 -0.36260
C 2.19907 0.97017 -0.43252
N -0.00153 0.44891 0.68935
O -1.88334 -0.64071 -0.33654
O -0.43629 -0.14352 1.95082
H -1.28346 0.31972 2.09837
H -0.22560 0.00014 -1.35520
H 1.61639 1.40089 1.56734
H 1.90349 -0.30726 1.27052
H -2.16455 1.22225 -1.25383
H -3.62514 0.28798 -0.86755
H -2.73395 1.07418 0.44136
H 1.22593 -1.84194 -0.58551
H 0.00799 -2.34563 0.60471
H -0.33518 -2.48957 -1.10934
H 3.19842 1.34052 -0.17955
H 1.68214 1.75345 -0.99465
H 2.33093 0.10356 -1.08755
*
```

Here are the Mulliken charges for atoms 1 to 6, given in e: 0.325, -0.364, -0.653, -1.416, -1.148, -0.086

Entry from OMol25: 2 unconnected molecules or ions with the total composition C5H13NO2 in a non-equilibrium geometry (ωB97M-V/def2-TZVPD).

Calculated values
LUMO, eV: 0.94
E_HOMO, eV: -9.3
HOMO-LUMO gap, eV: 10.21
ΔE to the lowest compared entry with this formula, charge and spin, kcal per mole: 49.7
Total energy, eV: -10979.7217

Geometry as ORCA input:
```
! RIJCOSX wB97M-V def2-TZVPD def2/J DEFGRID3
* xyz 0 1
C -1.07979 -0.56825 1.37142
O -1.43484 -1.43443 0.27363
C -0.51286 0.76304 0.86664
C 0.94028 0.60058 0.45768
C 1.34428 1.59286 -0.60723
C 1.88851 2.77812 -0.36877
N -0.63497 1.83067 1.89945
H -0.34580 -1.15853 1.91847
H -1.96698 -0.36867 1.97005
H -2.27073 -1.09411 -0.06916
H -1.11026 1.15679 0.03849
H 1.66722 0.66148 1.26690
H 1.04363 -0.40391 0.06385
H 1.01584 1.34816 -1.61675
H 2.08352 3.45629 -1.17075
H 2.12051 3.08695 0.63870
H -1.51398 1.77019 2.39419
H 0.10788 1.72371 2.57504
H 0.20118 -5.27035 -4.43169
H -1.08181 -5.58340 -3.62108
O -0.46083 -4.88717 -3.84909
*
```

Here are the Mulliken charges for atoms 1 to 6, given in e: -0.880, -0.475, 0.592, -0.936, -0.223, -0.678

Entry from OMol25: a molecular structure, C5H13NO2 in a non-equilibrium geometry (ωB97M-V/def2-TZVPD).

Calculated values
LUMO, eV: 0.56
E_HOMO, eV: -8.0
HOMO-LUMO gap, eV: 8.59
ΔE to the lowest compared entry with this formula, charge and spin, kcal per mole: 202.7
Total energy, eV: -10973.0899

Geometry as ORCA input:
```
! RIJCOSX wB97M-V def2-TZVPD def2/J DEFGRID3
* xyz 0 1
C -0.72627 -1.30983 -1.17087
C 0.76984 -1.51894 1.74306
O 0.07221 -0.43955 1.14023
O -1.55747 -1.23242 -2.24478
H -1.26382 -0.43699 -2.72490
H 0.26842 -1.65088 -1.44211
H -1.18333 -1.91327 -0.39302
H 0.98331 -1.07465 2.72894
H 0.87798 -2.16749 0.85119
H 1.00943 -2.47495 2.23318
C -1.40466 1.29194 -0.65728
C 1.22312 1.67775 0.62848
C 0.72539 0.37221 0.02033
N -0.24267 0.47632 -0.99514
H 1.59911 -0.20421 -0.31175
H -2.23873 1.11773 -1.34551
H -1.81944 1.09046 0.33941
H -1.17229 2.36336 -0.70539
H 2.01650 1.48623 1.35599
H 1.64243 2.30764 -0.16137
H 0.42095 2.23956 1.11132
*
```

Here are the Mulliken charges for atoms 1 to 6, given in e: -0.091, -0.567, -0.503, -0.512, 0.370, 0.268

Entry from OMol25: 2 unconnected molecules or ions with the total composition C5H13NO2 in a non-equilibrium geometry (ωB97M-V/def2-TZVPD).

Calculated values
LUMO, eV: 0.62
E_HOMO, eV: -8.3
HOMO-LUMO gap, eV: 8.90
ΔE to the lowest compared entry with this formula, charge and spin, kcal per mole: 63.4
Total energy, eV: -10979.1278

Geometry as ORCA input:
```
! RIJCOSX wB97M-V def2-TZVPD def2/J DEFGRID3
* xyz 0 1
C -0.23032 -2.00576 1.11974
N 0.20654 -0.94210 0.20575
C -0.21701 0.43739 0.56135
C 1.20336 1.20688 0.53945
C 1.51168 1.55249 2.00186
O 2.58522 1.35254 2.49377
C -1.16604 1.12609 -0.43451
H 0.48917 -2.13478 1.94654
H -0.08046 -2.98474 0.66750
H -1.17908 -1.66398 1.53581
H 0.11185 -1.15200 -0.77293
H -0.64580 0.35107 1.56262
H 1.89417 0.52104 0.07089
H 1.15524 2.14755 -0.00992
H 0.64416 1.99608 2.49848
H -1.48058 0.41598 -1.20524
H -2.12704 1.25983 0.05959
H -0.68619 1.97153 -0.89594
H -0.74616 -0.36405 -4.25038
H -0.31902 -1.91323 -3.93639
O -0.92370 -1.17783 -3.75804
*
```

Here are the Mulliken charges for atoms 1 to 6, given in e: -0.933, -0.362, 0.156, -0.721, -0.074, -0.485

Entry from OMol25: 2 unconnected molecules or ions with the total composition C5H13NO2 in a non-equilibrium geometry (ωB97M-V/def2-TZVPD).

Calculated values
LUMO, eV: 0.89
E_HOMO, eV: -8.9
HOMO-LUMO gap, eV: 9.79
ΔE to the lowest compared entry with this formula, charge and spin, kcal per mole: 33.7
Total energy, eV: -10980.4177

Geometry as ORCA input:
```
! RIJCOSX wB97M-V def2-TZVPD def2/J DEFGRID3
* xyz 0 1
O -0.11980 -1.03953 -0.70976
C -0.32787 0.04926 -0.31344
N -1.62283 0.58874 -0.17418
C -1.90232 2.01439 0.15457
C -2.88874 -0.08985 -0.32531
C 2.26897 0.27098 -0.25522
C 0.83700 0.95329 -0.11488
H -1.90729 2.57369 -0.79610
H -1.13541 2.45153 0.81592
H -2.88834 2.12910 0.63541
H -2.94851 -0.82656 -1.14402
H -3.66695 0.67566 -0.48335
H -3.09158 -0.60615 0.62806
H 2.37773 -0.37097 0.63511
H 3.04774 1.05144 -0.22347
H 2.42624 -0.34653 -1.15553
H 0.85359 1.32445 0.92791
H 0.76040 1.83206 -0.78372
O 3.27961 -3.84781 0.72772
H 4.09331 -4.38590 0.85656
H 2.55504 -4.40132 1.09770
*
```

Here are the Mulliken charges for atoms 1 to 6, given in e: -0.610, 0.594, 0.132, -1.042, -0.998, -1.154

Entry from OMol25: 3 unconnected molecules or ions with the total composition C5H13NO2 in a non-equilibrium geometry (ωB97M-V/def2-TZVPD).

Calculated values
LUMO, eV: 0.63
E_HOMO, eV: -8.3
HOMO-LUMO gap, eV: 8.90
ΔE to the lowest compared entry with this formula, charge and spin, kcal per mole: 72.3
Total energy, eV: -10978.7444

Geometry as ORCA input:
```
! RIJCOSX wB97M-V def2-TZVPD def2/J DEFGRID3
* xyz 0 1
C -0.14639 -0.25711 -3.17828
C 0.36957 -0.09875 -1.97154
N -0.18746 -0.53685 -0.78497
C 0.74385 -0.76922 0.32499
C 0.63777 -2.88265 1.60328
C 1.09865 -2.22894 0.53290
H -1.04363 -0.83692 -3.29262
H 0.20809 0.16659 -4.15334
H 1.38582 0.33902 -1.90424
H -1.03550 -1.06656 -0.75418
H 0.38103 -0.28518 1.24069
H 1.67456 -0.22649 0.14896
H 0.85177 -3.94464 1.62197
H -0.26681 -2.56941 2.09105
H 1.59889 -2.75834 -0.30094
H -0.00742 2.11253 -1.94294
H -0.89106 2.29768 -0.67968
O -0.07085 2.56536 -1.09821
H -1.96150 4.38157 4.49720
H -1.31164 3.14517 3.71960
O -2.02770 3.45315 4.28031
*
```

Here are the Mulliken charges for atoms 1 to 6, given in e: -0.710, -0.248, -0.097, -0.823, -0.677, -0.072

Entry from OMol25: 2 unconnected molecules or ions with the total composition C5H13NO2 in a non-equilibrium geometry (ωB97M-V/def2-TZVPD).

Calculated values
LUMO, eV: 0.88
E_HOMO, eV: -9.1
HOMO-LUMO gap, eV: 9.98
ΔE to the lowest compared entry with this formula, charge and spin, kcal per mole: 55.8
Total energy, eV: -10979.4585

Geometry as ORCA input:
```
! RIJCOSX wB97M-V def2-TZVPD def2/J DEFGRID3
* xyz 0 1
C 2.63539 -1.59590 0.09211
C 1.13871 -1.47516 -0.25392
N 0.63899 -0.09965 0.03461
C 0.29732 -0.06678 1.46456
C -0.53515 0.28330 -0.84085
C -0.58233 1.81053 -0.77898
O -1.56708 2.41578 -1.12312
H 2.80199 -2.66798 0.17169
H 3.19684 -0.98038 -0.60078
H 2.71961 -1.29233 1.13749
H 0.88343 -1.65120 -1.33210
H 0.56327 -2.23113 0.29221
H 1.06418 0.16390 2.20277
H -0.34968 0.83492 1.56686
H -0.26131 -1.00738 1.70057
H -1.45506 -0.14566 -0.42245
H -0.28819 0.03293 -1.86039
H 0.28031 2.40961 -0.43438
H -3.71012 1.75764 -1.11441
H -3.54715 2.08499 0.33712
O -3.92396 1.41995 -0.23860
*
```

Here are the Mulliken charges for atoms 1 to 6, given in e: -1.083, -0.505, -0.077, -1.011, -0.477, -0.148

Entry from OMol25: 2 unconnected molecules or ions with the total composition C5H13NO2 in a non-equilibrium geometry (ωB97M-V/def2-TZVPD).

Calculated values
LUMO, eV: 0.87
E_HOMO, eV: -9.8
HOMO-LUMO gap, eV: 10.69
ΔE to the lowest compared entry with this formula, charge and spin, kcal per mole: 45.9
Total energy, eV: -10979.8869

Geometry as ORCA input:
```
! RIJCOSX wB97M-V def2-TZVPD def2/J DEFGRID3
* xyz 0 1
C -1.43760 1.01834 0.45636
O 0.00856 1.20504 0.37699
C -1.99355 0.57360 -0.90055
C -1.68862 1.59282 -2.01582
H -1.84128 2.01586 0.67217
H -1.67748 0.24612 1.25511
H -3.09475 0.55812 -0.85830
H -1.60686 -0.36807 -1.15042
H -1.76809 1.09880 -2.97102
H -0.63721 1.93210 -1.94388
H -2.36827 2.44632 -1.99105
O 3.78138 -1.35311 1.45392
C 2.67950 -1.31036 1.98984
C 1.38111 -1.36340 1.20328
N 1.60186 -1.40269 -0.27293
H 2.56831 -1.28358 3.07455
H 0.82752 -2.26794 1.54280
H 0.71898 -0.51423 1.43749
H 1.72506 -2.38050 -0.69732
H 0.35782 0.48945 -0.17870
H 2.46359 -0.93269 -0.48254
*
```

Here are the Mulliken charges for atoms 1 to 6, given in e: -0.350, -0.545, -0.552, -1.039, 0.349, 0.221

Entry from OMol25: 2 unconnected molecules or ions with the total composition C5H13NO2 in a non-equilibrium geometry (ωB97M-V/def2-TZVPD).

Calculated values
LUMO (spin up / spin down), eV: 0.90 / 0.97
E_HOMO (spin up / spin down), eV: -6.9 / -7.1
HOMO-LUMO gap (spin up / spin down), eV: 7.82 / 8.08
ΔE to the lowest compared entry with this formula, charge and spin, kcal per mole: 110.3
Total energy, eV: -10977.0966

Geometry as ORCA input:
```
! RIJCOSX wB97M-V def2-TZVPD def2/J DEFGRID3
* xyz 0 1
C -1.28996 -1.06168 0.05002
C 0.31815 1.51693 0.42927
C 1.47663 -0.01035 -0.89084
C -0.72497 2.57545 0.39161
C 2.38201 -0.57627 0.16324
N -1.43080 -2.49099 -0.12804
O 0.83736 1.13755 -0.70039
O -2.17657 -0.36290 -0.78512
H -2.01747 -0.66027 -1.68779
H -1.54002 -0.72837 1.06544
H 0.68919 1.12300 1.36547
H -2.29141 -2.84081 0.27886
H -0.64673 -3.00850 0.24814
H 1.76973 -0.12636 -1.92340
H -0.19190 -0.84689 -0.31721
H -0.83762 3.04239 1.36938
H -1.69485 2.15647 0.11162
H -0.48063 3.34401 -0.34302
H 3.12672 0.15088 0.50238
H 2.91313 -1.43448 -0.24000
H 1.81002 -0.89880 1.04038
*
```

Here are the Mulliken charges for atoms 1 to 6, given in e: 0.150, -0.045, -0.308, -1.032, -1.070, -0.593

Entry from OMol25: 2 unconnected molecules or ions with the total composition C5H13NO2 in a non-equilibrium geometry (ωB97M-V/def2-TZVPD).

Calculated values
LUMO, eV: 0.70
E_HOMO, eV: -9.0
HOMO-LUMO gap, eV: 9.71
ΔE to the lowest compared entry with this formula, charge and spin, kcal per mole: 46.1
Total energy, eV: -10979.8782

Geometry as ORCA input:
```
! RIJCOSX wB97M-V def2-TZVPD def2/J DEFGRID3
* xyz 0 1
N 1.34645 0.57193 0.52083
C 2.02909 -0.07475 -0.62209
C 0.97128 -0.78619 -1.41069
C -0.33808 -0.08292 -1.05410
C 0.05676 1.01632 -0.02984
C -0.98408 1.28239 1.07332
O -2.26055 0.89881 0.57947
H 1.83829 1.33408 0.96520
H 2.85353 -0.71286 -0.31290
H 2.58896 0.70203 -1.16134
H 0.98366 -1.85031 -1.12483
H 1.11455 -0.98692 -2.47926
H -0.80693 0.41667 -1.92803
H -1.05717 -0.84562 -0.77706
H 0.00102 1.91779 -0.68721
H -0.72058 0.60242 1.92642
H -0.96606 2.30981 1.45386
H -2.75388 0.52984 1.30056
H -2.05206 -2.12019 1.09966
H -0.68276 -1.63801 1.36382
O -1.16144 -2.48431 1.30420
*
```

Here are the Mulliken charges for atoms 1 to 6, given in e: -0.440, -0.602, -0.609, -0.486, 0.062, -0.789

Entry from OMol25: a gas-phase ion, C5H13NO2 (charge +1) in a non-equilibrium geometry (ωB97M-V/def2-TZVPD).

Calculated values
LUMO (spin up / spin down), eV: -3.49 / -8.93
E_HOMO (spin up / spin down), eV: -14.0 / -14.0
HOMO-LUMO gap (spin up / spin down), eV: 10.52 / 5.04
ΔE to the lowest compared entry with this formula, charge and spin, kcal per mole: 57.8
Total energy, eV: -10970.3147

Geometry as ORCA input:
```
! RIJCOSX wB97M-V def2-TZVPD def2/J DEFGRID3
* xyz 1 2
C 0.77749 0.26016 1.99930
O 0.10693 -0.93946 2.30911
C 0.65379 0.54612 0.47630
C 0.71854 -0.76381 -0.36765
C -0.43512 -0.83860 -1.44436
C -1.81772 -0.56683 -0.97833
O -2.44101 0.68066 -1.46856
N 1.60360 1.53798 0.08700
H 1.80113 0.28449 2.36574
H 0.20379 1.07984 2.49626
H -0.79663 -0.75852 2.54301
H -0.28591 1.06539 0.27407
H 1.68042 -0.78216 -0.90080
H 0.67418 -1.71403 0.14485
H -0.16418 -0.23973 -2.31638
H -0.21941 -1.85248 -1.78808
H -2.67220 -1.12827 -1.34299
H -1.78387 -0.43584 0.11196
H 1.59132 1.77498 -0.90786
H -1.78356 1.35680 -1.64082
H 2.58841 1.43332 0.34825
*
```

Here are the Mulliken charges for atoms 1 to 6, given in e: -0.697, -0.517, 0.292, -0.794, -0.527, -0.475

Entry from OMol25: 2 unconnected molecules or ions with the total composition C5H13NO2 in a non-equilibrium geometry (ωB97M-V/def2-TZVPD).

Calculated values
LUMO (spin up / spin down), eV: -9.11 / -7.73
E_HOMO (spin up / spin down), eV: -12.0 / -12.8
HOMO-LUMO gap (spin up / spin down), eV: 2.89 / 5.12
ΔE to the lowest compared entry with this formula, charge and spin, kcal per mole: 159.7
Total energy, eV: -10965.8974

Geometry as ORCA input:
```
! RIJCOSX wB97M-V def2-TZVPD def2/J DEFGRID3
* xyz 1 2
C 1.20434 -0.54413 1.61715
C 1.60954 0.83273 1.93458
C -0.09314 -0.85243 0.97928
N -0.43010 -0.05195 -0.22804
C 0.63780 0.18809 -1.20057
C -1.70397 -0.34655 -0.80563
O -0.10906 -2.19257 0.53712
H 1.58422 -1.34654 2.23920
H -0.96481 -0.78252 1.63365
H 1.51010 1.24236 2.94609
H 1.20813 1.58625 1.25174
H 2.69816 0.90073 1.81153
H 0.87459 -0.62473 -1.88441
H 1.47718 0.51236 -0.59682
H 0.25888 1.00726 -1.81529
H -1.79665 -1.31590 -1.29829
H -2.01140 0.39184 -1.58572
H -2.49253 -0.19359 -0.06693
H 0.76378 -2.37845 0.16034
H -2.45675 2.18491 -3.08644
O -1.76832 1.78282 -2.54256
*
```

Here are the Mulliken charges for atoms 1 to 6, given in e: -0.102, -1.242, 0.072, 0.187, -0.906, -0.630